(1)
{
  "formula": "C5H16FeO15S3",
  "method": "ωB97M-V/def2-TZVPD",
  "symbols": ["Fe", "S", "O", "O", "O", "O", "S", "O", "O", "O", "O", "S", "O", "O", "O", "O", "C", "O", "H", "H", "H", "H", "C", "O", "H", "H", "H", "H", "C", "C", "C", "O", "H", "H", "H", "H", "H", "H", "H", "H"],
  "xyz": [[0.316, -0.799, -0.220], [-3.026, -1.346, -0.246], [-3.268, -2.634, 0.389], [-1.564, -0.988, -0.125], [-3.309, -1.375, -1.706], [-3.786, -0.248, 0.393], [1.231, -3.032, 0.943], [2.598, -3.494, 0.782], [0.392, -3.914, 1.737], [1.225, -1.587, 1.400], [0.583, -2.722, -0.396], [3.432, 0.145, -1.090], [1.963, -0.180, -0.872], [4.268, -0.785, -0.368], [3.632, 0.084, -2.546], [3.595, 1.537, -0.614], [0.352, 2.349, -1.449], [-0.400, 1.167, -1.226], [-0.069, 2.900, -2.302], [0.391, 2.992, -0.565], [1.358, 2.051, -1.742], [-1.340, 1.370, -1.246], [0.713, -1.379, -3.430], [-0.238, -1.197, -2.381], [0.364, -2.162, -4.114], [0.750, -0.429, -3.981], [1.716, -1.606, -3.081], [-1.123, -1.396, -2.714], [-0.454, 0.962, 3.702], [-0.991, 0.968, 2.284], [-1.742, 2.228, 1.877], [0.105, 0.728, 1.399], [0.132, 0.049, 3.836], [-1.266, 0.894, 4.435], [0.198, 1.796, 3.983], [-1.684, 0.139, 2.141], [-2.626, 2.340, 2.520], [-2.114, 2.168, 0.859], [-1.185, 3.153, 2.074], [0.870, 1.254, 1.658]],
  "lowdin_charge": [1.011, 0.257, -0.382, -0.445, -0.434, -0.433, 0.314, -0.352, -0.361, -0.404, -0.396, 0.239, -0.443, -0.365, -0.423, -0.440, -0.119, -0.176, 0.073, 0.074, 0.065, 0.095, -0.113, -0.186, 0.071, 0.078, 0.072, 0.083, -0.055, -0.444, -0.054, -0.106, 0.086, 0.072, 0.071, 0.135, 0.075, 0.067, 0.069, 0.122],
  "de_lowest_kcal_mol": 0.00,
  "gap_ha": [0.2338, 0.2332],
  "homo_energy_ev": [0.472, 0.488],
  "total_charge": -3,
  "spin_multiplicity": 6,
  "total_energy_ha": -3787.0226
}

(2)
{
  "formula": "C3H10NO",
  "method": "ωB97M-V/def2-TZVPD",
  "symbols": ["C", "N", "H", "H", "H", "H", "H", "H", "C", "C", "O", "H", "H", "H", "H"],
  "xyz": [[0.446, -0.293, -2.032], [1.251, 0.020, -0.819], [-0.510, 0.208, -1.961], [0.401, -1.373, -2.119], [1.016, 0.056, -2.891], [1.656, 0.961, -0.839], [0.644, 0.178, 0.008], [2.010, -0.625, -0.614], [-1.420, -0.790, 1.537], [-1.146, 0.496, 1.418], [0.179, 0.958, 1.575], [-0.527, -1.376, 1.727], [-2.449, -1.081, 1.659], [-1.770, 1.239, 0.930], [0.217, 1.422, 2.421]],
  "lowdin_charge": [-0.002, 0.142, 0.103, 0.105, 0.103, 0.172, 0.089, 0.174, 0.056, -0.251, -0.092, 0.080, 0.078, 0.119, 0.123],
  "de_lowest_kcal_mol": 32.55,
  "gap_ha": 0.3890,
  "homo_energy_ev": -14.014,
  "total_charge": 1,
  "total_energy_ha": -250.0019
}

(3)
{
  "formula": "C6H9ClOS",
  "method": "ωB97M-V/def2-TZVPD",
  "symbols": ["C", "C", "C", "C", "C", "C", "O", "S", "Cl", "H", "H", "H", "H", "H", "H", "H", "H", "H"],
  "xyz": [[-1.972, 0.354, 1.901], [0.004, 1.777, -0.867], [-1.683, 0.928, 0.738], [-0.296, 1.236, 0.293], [1.352, -1.173, -1.082], [1.663, -0.936, 0.392], [2.219, -1.768, 1.057], [1.028, 0.604, 1.304], [5.496, 0.192, 0.488], [-2.974, 0.127, 2.127], [-1.130, 0.296, 2.591], [1.161, 1.874, -1.134], [-0.752, 2.101, -1.644], [-2.376, 1.196, -0.002], [2.310, -0.834, -1.560], [0.552, -0.701, -1.559], [1.435, -2.262, -1.266], [5.711, -1.029, 0.469]],
  "lowdin_charge": [0.015, -0.046, -0.194, -0.657, -0.042, -0.651, 0.001, 0.953, 0.306, 0.047, 0.032, 0.111, 0.090, 0.081, 0.104, 0.036, 0.096, -0.283],
  "de_lowest_kcal_mol": 11.75,
  "gap_ha": 0.3562,
  "homo_energy_ev": -9.195,
  "total_charge": 0,
  "smiles": "C=CC(=C)SC(C)=O.Cl",
  "total_energy_ha": -1167.5711
}

(4)
{
  "formula": "C21H27ClN2O2S",
  "method": "ωB97M-V/def2-TZVPD",
  "symbols": ["C", "N", "C", "C", "C", "C", "C", "C", "C", "H", "H", "H", "H", "H", "C", "N", "S", "O", "O", "C", "C", "C", "C", "C", "C", "H", "H", "Cl", "H", "H", "H", "H", "H", "H", "C", "C", "C", "C", "C", "C", "H", "H", "H", "H", "H", "H", "H", "H", "H", "H", "H", "H", "H", "H"],
  "xyz": [[0.575, 3.091, -1.406], [0.201, 1.944, -0.617], [1.266, 1.024, -0.266], [2.219, 1.742, 0.673], [1.802, 1.951, 1.984], [2.601, 2.628, 2.885], [3.837, 3.111, 2.488], [4.260, 2.912, 1.187], [3.457, 2.234, 0.284], [3.809, 2.092, -0.726], [5.221, 3.287, 0.868], [4.466, 3.639, 3.190], [2.262, 2.778, 3.900], [0.836, 1.577, 2.292], [2.001, 0.352, -1.449], [1.231, -0.652, -2.142], [1.199, -2.211, -1.590], [2.493, -2.507, -1.058], [0.662, -3.002, -2.656], [-0.004, -2.225, -0.256], [0.408, -2.079, 1.056], [-0.538, -2.003, 2.064], [-1.886, -2.079, 1.736], [-2.298, -2.253, 0.422], [-1.344, -2.324, -0.579], [-1.618, -2.472, -1.612], [-3.349, -2.331, 0.191], [-3.069, -1.960, 2.984], [-0.238, -1.885, 3.093], [1.465, -2.034, 1.269], [0.352, -0.353, -2.530], [2.317, 1.100, -2.181], [2.879, -0.176, -1.074], [0.797, 0.223, 0.317], [-1.140, 1.417, -0.797], [-2.117, 2.147, 0.139], [-3.491, 1.487, 0.095], [-4.039, 1.483, -1.329], [-3.062, 0.794, -2.278], [-1.697, 1.474, -2.227], [-1.806, 2.515, -2.537], [-1.014, 0.989, -2.930], [-3.451, 0.825, -3.298], [-2.957, -0.256, -1.991], [-5.004, 0.974, -1.356], [-4.195, 2.513, -1.659], [-4.180, 2.018, 0.755], [-3.407, 0.459, 0.456], [-1.718, 2.125, 1.154], [-2.200, 3.192, -0.163], [-1.124, 0.365, -0.486], [-0.197, 3.853, -1.314], [1.501, 3.503, -1.005], [0.723, 2.874, -2.474]],
  "lowdin_charge": [-0.061, -0.132, -0.257, -0.183, -0.030, -0.080, -0.093, -0.080, -0.047, 0.109, 0.103, 0.100, 0.102, 0.111, -0.171, -0.107, 0.642, -0.275, -0.281, -0.281, -0.064, -0.082, -0.668, -0.103, -0.070, 0.117, 0.112, 0.695, 0.111, 0.123, 0.085, 0.121, 0.119, 0.119, -0.317, -0.136, -0.193, -0.200, -0.189, -0.150, 0.117, 0.103, 0.112, 0.099, 0.109, 0.114, 0.111, 0.095, 0.113, 0.116, 0.128, 0.090, 0.087, 0.086],
  "gap_ha": 0.3119,
  "homo_energy_ev": -8.142,
  "total_charge": 0,
  "smiles": "CN(C1CCCCC1)[C@@H](CNS(=O)(=O)c1ccc(Cl)cc1)c1ccccc1",
  "total_energy_ha": -1934.7834
}